A gas-phase ion, C4H9N2O (charge +1) at a distorted geometry, computed with the ωB97M-V functional and the def2-TZVPD basis.

Summary:
LUMO: -3.84 eV
Gap between HOMO and LUMO: 11.0 eV
SMILES: [NH2+]=C1CC[C@H](O)N1
Charge: +1
Calculated total energy: -9314.9843 eV
Max |F|: 4.26 eV/A
ΔE to the lowest compared entry with this formula, charge and spin: 1.031 eV

Structure (XYZ):
```
16
Properties=species:S:1:pos:R:3:mulliken_charge:R:1
N 0.9957 0.1547 2.1338 -0.36
C 0.2694 0.1590 1.0190 0.44
C -0.9565 -0.7209 0.6053 -0.57
C -1.1033 -0.4790 -0.8882 -0.67
C -0.0697 0.6164 -1.3065 0.17
O 0.8394 0.1863 -2.2966 -0.49
N 0.6228 0.7960 -0.0850 -0.27
H 0.8488 -0.4251 2.9020 0.23
H 1.9190 0.5995 2.0624 0.24
H -0.8804 -1.7726 0.7933 0.37
H -1.8892 -0.6093 1.1337 0.39
H -0.9742 -1.4238 -1.4036 0.34
H -2.1074 -0.1947 -0.9994 0.28
H -0.4835 1.5217 -1.7367 0.32
H 1.6435 0.0053 -1.8653 0.30
H 1.3256 1.5866 -0.0683 0.28
```